[1]
176
Properties=species:S:1:pos:R:3 method="wB97M-V/def2-TZVPD" total_charge=+1 total_energy_ev=-147230.3259 gap_ev=7.722 multiplicity=1 homo_energy_ev=-10.3 lumo_energy_ev=-2.6
N 1.807 -0.790 4.353
C 1.487 0.284 3.333
C 0.572 -0.212 2.067
O -0.840 -0.348 2.559
C 0.965 -1.671 1.443
C 2.478 -1.818 0.851
Cl 3.404 -2.926 2.072
N 3.274 -0.540 0.741
C 4.492 -0.654 -0.201
C 3.992 -0.996 -1.737
C 3.915 0.435 -2.556
C 5.294 0.828 -3.357
C 6.468 1.429 -2.346
C 7.488 0.275 -1.766
F 7.521 0.358 -0.267
F 7.173 -1.105 -2.231
C 9.059 0.558 -2.250
F 9.891 -0.405 -1.436
F 9.484 1.918 -1.838
F 9.220 0.290 -3.707
O 2.620 -1.588 -1.647
C 2.573 -2.620 -0.599
O 1.486 -3.598 -0.808
H 1.908 -0.256 5.269
H 2.811 -1.070 4.138
H 0.843 1.111 3.905
H 2.465 0.870 2.983
H 0.518 0.609 1.219
H -1.080 0.424 3.150
H 0.106 -1.942 0.659
H 0.822 -2.467 2.321
H 2.739 0.290 0.386
H 3.707 -0.375 1.699
H 4.958 0.439 -0.214
H 5.290 -1.420 0.184
H 4.666 -1.799 -2.279
H 2.994 0.346 -3.307
H 3.631 1.273 -1.791
H 5.680 -0.067 -4.031
H 5.009 1.699 -4.121
H 7.126 2.173 -2.993
H 5.917 2.052 -1.517
H 3.577 -3.264 -0.548
H 1.908 -4.379 -1.303
F -0.774 2.810 3.455
C -0.116 3.806 2.846
C 1.089 4.254 3.375
C 1.776 5.287 2.738
C 1.245 5.868 1.584
C 0.032 5.414 1.063
C -0.649 4.374 1.694
H 1.482 3.797 4.277
H 2.723 5.640 3.139
H 1.780 6.677 1.090
H -0.381 5.870 0.167
H -1.589 4.003 1.298
F 4.667 6.844 2.660
C 4.659 8.162 2.423
C 3.444 8.824 2.281
C 3.434 10.198 2.039
C 4.641 10.893 1.932
C 5.855 10.219 2.071
C 5.864 8.848 2.324
H 2.517 8.265 2.359
H 2.489 10.725 1.934
H 4.633 11.964 1.739
H 6.793 10.762 1.983
H 6.799 8.310 2.444
F 2.586 1.489 7.757
C 1.369 1.101 8.160
C 1.207 -0.155 8.735
C -0.059 -0.557 9.160
C -1.152 0.298 8.996
C -0.980 1.555 8.414
C 0.288 1.961 7.999
H 2.066 -0.808 8.847
H -0.195 -1.534 9.618
H -2.140 -0.018 9.324
H -1.832 2.217 8.283
H 0.442 2.938 7.552
F 0.611 2.085 -3.337
C 0.069 1.643 -4.479
C 0.878 1.027 -5.428
C 0.312 0.562 -6.615
C -1.056 0.728 -6.845
C -1.859 1.352 -5.889
C -1.295 1.807 -4.697
H 1.940 0.914 -5.235
H 0.935 0.072 -7.360
H -1.496 0.369 -7.773
H -2.922 1.484 -6.072
H -1.906 2.286 -3.940
F -5.290 -5.250 0.469
C -3.979 -5.023 0.624
C -3.273 -4.380 -0.386
C -1.908 -4.138 -0.224
C -1.263 -4.554 0.944
C -1.980 -5.203 1.950
C -3.347 -5.434 1.792
H -3.789 -4.072 -1.290
H -1.348 -3.629 -1.004
H -0.198 -4.369 1.069
H -1.475 -5.529 2.856
H -3.921 -5.930 2.567
F -2.802 -0.903 -8.854
C -3.035 -2.210 -8.675
C -2.590 -2.833 -7.514
C -2.837 -4.192 -7.326
C -3.518 -4.918 -8.306
C -3.956 -4.285 -9.471
C -3.719 -2.923 -9.654
H -2.055 -2.255 -6.767
H -2.499 -4.686 -6.418
H -3.706 -5.979 -8.161
H -4.483 -4.853 -10.234
H -4.061 -2.414 -10.549
F -3.634 3.421 -4.819
C -4.851 3.033 -4.415
C -5.013 1.777 -3.841
C -6.279 1.375 -3.416
C -7.372 2.230 -3.580
C -7.200 3.487 -4.162
C -5.932 3.893 -4.577
H -4.154 1.124 -3.729
H -6.415 0.398 -2.958
H -8.360 1.914 -3.252
H -8.053 4.148 -4.293
H -5.778 4.870 -5.024
F 4.715 -0.397 3.923
C 6.027 -0.170 4.078
C 6.733 0.473 3.068
C 8.098 0.714 3.231
C 8.743 0.299 4.399
C 8.025 -0.350 5.404
C 6.659 -0.581 5.246
H 6.217 0.781 2.165
H 8.658 1.224 2.451
H 9.807 0.484 4.523
H 8.530 -0.676 6.310
H 6.085 -1.077 6.022
F 2.423 -3.677 7.749
C 2.314 -4.721 6.917
C 2.181 -6.002 7.441
C 2.062 -7.090 6.575
C 2.088 -6.884 5.194
C 2.227 -5.595 4.677
C 2.335 -4.507 5.543
H 2.171 -6.143 8.517
H 1.950 -8.094 6.975
H 2.000 -7.733 4.519
H 2.252 -5.438 3.602
H 2.435 -3.498 5.159
F -5.370 -5.114 -5.909
C -6.362 -4.219 -5.818
C -6.454 -3.201 -6.761
C -7.490 -2.271 -6.669
C -8.416 -2.363 -5.627
C -8.313 -3.386 -4.683
C -7.283 -4.322 -4.782
H -5.720 -3.140 -7.558
H -7.575 -1.476 -7.405
H -9.221 -1.635 -5.553
H -9.033 -3.453 -3.871
H -7.193 -5.128 -4.062
F -8.064 2.348 -0.666
C -8.606 1.211 -0.209
C -9.949 1.188 0.149
C -10.515 0.004 0.621
C -9.727 -1.144 0.739
C -8.378 -1.110 0.382
C -7.816 0.072 -0.100
H -10.544 2.092 0.058
H -11.566 -0.026 0.896
H -10.167 -2.066 1.111
H -7.766 -2.003 0.479
H -6.771 0.114 -0.390

[2]
92
Properties=species:S:1:pos:R:3 method="wB97M-V/def2-TZVPD" total_charge=-2 total_energy_ev=-92064.4050 gap_ev="2.972 / 6.544" multiplicity=2 homo_energy_ev="1.3 / -2.2" lumo_energy_ev="4.3 / 4.3"
Hg 0.456 0.523 -0.315
O -1.362 0.964 0.495
C -2.504 0.220 0.385
C -2.293 -1.090 -0.456
C -1.266 -1.960 0.177
C -1.586 -2.968 1.056
C -0.571 -3.726 1.647
C 0.755 -3.396 1.330
C 1.020 -2.378 0.446
C 2.402 -1.948 0.083
C 2.865 -0.748 0.986
O 2.099 0.376 0.837
C 4.308 -0.356 0.655
C 4.983 -0.741 -0.495
C 6.266 -0.282 -0.748
C 6.895 0.572 0.138
C 6.216 0.992 1.270
C 4.938 0.532 1.523
C 2.840 -1.274 2.424
C 1.883 -0.798 3.305
C 1.816 -1.273 4.603
C 2.718 -2.229 5.038
C 3.690 -2.696 4.169
C 3.753 -2.221 2.869
N 0.024 -1.667 -0.162
C -3.569 1.109 -0.258
C -3.727 2.381 0.288
C -4.604 3.296 -0.259
C -5.359 2.953 -1.375
C -5.224 1.689 -1.919
C -4.340 0.774 -1.370
C -3.024 -0.256 1.742
C -4.360 -0.564 1.950
C -4.786 -1.063 3.174
C -3.873 -1.267 4.198
C -2.538 -0.970 3.994
C -2.115 -0.474 2.771
H -1.925 -0.750 -1.427
H -3.240 -1.621 -0.554
H -2.622 -3.174 1.284
H -0.800 -4.535 2.327
H 1.572 -3.941 1.783
H 2.395 -1.580 -0.947
H 3.105 -2.778 0.181
H 4.515 -1.393 -1.215
H 6.774 -0.597 -1.650
H 7.904 0.916 -0.059
H 6.695 1.680 1.956
H 4.407 0.866 2.402
H 1.204 -0.040 2.942
H 1.058 -0.894 5.276
H 2.673 -2.602 6.055
H 4.404 -3.437 4.508
H 4.520 -2.589 2.199
H -3.136 2.637 1.155
H -4.705 4.283 0.176
H -6.037 3.672 -1.820
H -5.818 1.410 -2.783
H -4.270 -0.204 -1.823
H -5.080 -0.406 1.158
H -5.834 -1.297 3.330
H -4.207 -1.657 5.155
H -1.819 -1.136 4.787
H -1.079 -0.227 2.597
S 2.292 0.400 -3.072
C 1.989 1.917 -2.459
N 1.022 2.205 -1.601
C 0.921 3.528 -1.318
C -0.059 4.116 -0.510
C -0.061 5.485 -0.358
C 0.890 6.290 -0.980
C 1.871 5.721 -1.790
C 1.870 4.353 -1.959
S 2.914 3.367 -2.959
H -0.793 3.472 -0.044
H -0.826 5.947 0.253
H 0.867 7.364 -0.844
H 2.609 6.336 -2.285
O -0.102 -0.120 -5.962
S -0.390 -0.073 -4.517
C -2.241 -0.416 -4.444
C -2.459 -1.897 -4.161
C -1.159 -2.608 -4.526
C -0.062 -1.776 -3.905
H -2.622 -0.119 -5.420
H -2.650 0.245 -3.684
H -3.303 -2.301 -4.728
H -2.659 -2.062 -3.101
H -1.030 -2.600 -5.612
H -1.146 -3.641 -4.171
H 0.945 -2.042 -4.215
H -0.112 -1.737 -2.817

[3]
29
Properties=species:S:1:pos:R:3 method="wB97M-V/def2-TZVPD" total_charge=+3 total_energy_ev=-65207.8552 gap_ev="6.765 / 5.542" multiplicity=1 homo_energy_ev="-20.0 / -19.8" e_above_lowest_kj_mol=63.2 lumo_energy_ev="-13.2 / -14.2"
I -1.032 -1.897 0.077
I -1.059 1.778 0.944
Sn 0.990 0.180 -0.343
P 0.268 0.212 -2.777
C -1.488 0.191 -3.188
C 0.968 1.717 -3.478
H 1.947 -1.498 -3.000
H 1.312 -0.984 -4.587
H 0.343 -2.073 -3.544
C 1.038 -1.222 -3.550
H 1.880 2.000 -2.935
H 1.223 1.559 -4.534
H -1.600 0.245 -4.287
H -2.005 1.051 -2.734
H 0.244 2.540 -3.399
H -1.962 -0.733 -2.824
C -3.386 -0.115 0.136
O -4.213 -0.031 0.912
Cl 3.082 -0.158 0.782
C 0.150 0.994 4.896
S -0.270 -0.122 3.547
C 0.955 -1.438 3.647
O -1.582 -0.745 3.845
H 1.226 1.197 4.814
H -0.125 0.523 5.852
H -0.437 1.909 4.733
H 1.388 -1.445 4.654
H 0.409 -2.367 3.448
H 1.737 -1.270 2.892

Please write out number 3 again, unchanged.
29
Properties=species:S:1:pos:R:3 method="wB97M-V/def2-TZVPD" total_charge=+3 total_energy_ev=-65207.8552 gap_ev="6.765 / 5.542" multiplicity=1 homo_energy_ev="-20.0 / -19.8" e_above_lowest_kj_mol=63.2 lumo_energy_ev="-13.2 / -14.2"
I -1.032 -1.897 0.077
I -1.059 1.778 0.944
Sn 0.990 0.180 -0.343
P 0.268 0.212 -2.777
C -1.488 0.191 -3.188
C 0.968 1.717 -3.478
H 1.947 -1.498 -3.000
H 1.312 -0.984 -4.587
H 0.343 -2.073 -3.544
C 1.038 -1.222 -3.550
H 1.880 2.000 -2.935
H 1.223 1.559 -4.534
H -1.600 0.245 -4.287
H -2.005 1.051 -2.734
H 0.244 2.540 -3.399
H -1.962 -0.733 -2.824
C -3.386 -0.115 0.136
O -4.213 -0.031 0.912
Cl 3.082 -0.158 0.782
C 0.150 0.994 4.896
S -0.270 -0.122 3.547
C 0.955 -1.438 3.647
O -1.582 -0.745 3.845
H 1.226 1.197 4.814
H -0.125 0.523 5.852
H -0.437 1.909 4.733
H 1.388 -1.445 4.654
H 0.409 -2.367 3.448
H 1.737 -1.270 2.892